No. 1
{"formula": "C3H9N2O", "method": "wB97M-V/def2-TZVPD", "charge": 1, "gap_ev": 10.9, "lumo_ev": -3.45, "e_tot_ha": -304.20724, "molar_mass_da": 89.1, "smiles": "NC(=O)CC[NH3+]", "homo_ev": -14.3, "relative_energy_kj_mol": 113.2, "max_force_ev_per_a": 4.35, "symbols": ["C", "C", "C", "N", "O", "N", "H", "H", "H", "H", "H", "H", "H", "H", "H"], "xyz": [[-0.87734, 0.94098, 0.13567], [-0.35662, -0.37800, 0.76597], [0.93657, -0.88983, 0.10126], [2.11705, -1.03846, 0.83549], [0.90628, -0.79168, -1.13417], [-1.11266, 0.77216, -1.36218], [-0.18318, 1.74936, 0.40053], [-1.73900, 1.37365, 0.76556], [-0.14397, -0.14218, 1.83328], [-1.12578, -1.08810, 0.67382], [2.15031, -1.21272, 1.76907], [2.96266, -1.51558, 0.45928], [-1.52009, 1.71756, -1.76882], [-1.70223, -0.02151, -1.57821], [-0.31201, 0.52436, -1.89658]], "forces_ev_per_angstrom": [[0.38, 0.18, 1.73], [1.44, 1.26, 1.21], [0.95, 1.97, -0.90], [-0.33, -0.67, -3.81], [0.76, -1.13, 1.00], [-2.24, 3.71, 0.36], [0.46, -0.23, -1.23], [0.34, -1.34, -1.74], [-0.52, -0.33, -0.56], [-0.86, -1.29, 0.18], [-0.88, -0.22, 3.35], [-1.25, 0.81, -0.63], [0.71, -2.57, 0.84], [-0.88, -0.03, 0.24], [1.91, -0.12, -0.05]]}


No. 2
{"formula": "C5H8F2N", "method": "wB97M-V/def2-TZVPD", "charge": 1, "gap_ev": 11.8, "lumo_ev": -5.13, "e_tot_ha": -449.49473, "molar_mass_da": 120.1, "smiles": "C[N+]1=CC(F)(F)CC1", "homo_ev": -16.9, "relative_energy_kj_mol": 0.0, "max_force_ev_per_a": 5.27, "symbols": ["C", "C", "C", "C", "C", "N", "F", "F", "H", "H", "H", "H", "H", "H", "H", "H"], "xyz": [[-1.04203, 0.23655, -0.63969], [1.22605, -0.73548, -0.90568], [0.86758, -0.21363, 0.49523], [-0.15477, -0.81031, -1.53285], [-0.81874, 1.21497, 1.53723], [-0.48544, 0.39157, 0.48151], [-0.70188, -2.03325, -1.25366], [-0.37718, -0.58796, -2.83663], [-1.97139, 0.70335, -1.06351], [1.92707, -0.17216, -1.36682], [1.51606, -1.72415, -0.81773], [1.06656, -1.05906, 1.25267], [1.68769, 0.39403, 0.91592], [-0.77555, 0.55980, 2.42712], [-1.82725, 1.78926, 1.55984], [-0.13680, 2.04648, 1.74704]], "forces_ev_per_angstrom": [[-0.05, -1.23, -2.61], [-3.65, -0.06, 1.51], [2.72, -2.09, 1.89], [-2.12, 0.87, 0.61], [-2.47, 2.36, 4.01], [1.82, -0.16, -2.31], [0.16, 0.38, 0.01], [0.73, 0.18, 0.53], [0.83, -0.46, 1.01], [1.93, 1.91, -1.73], [1.01, -1.93, 0.01], [-1.64, 0.85, -0.95], [-0.95, 1.01, -0.55], [-0.22, 0.51, -0.11], [1.35, -1.66, -0.75], [0.55, -0.49, -0.56]]}


No. 3
{"formula": "C4H12NO2", "method": "wB97M-V/def2-TZVPD", "charge": 1, "gap_ev": 8.7, "lumo_ev": -5.18, "e_tot_ha": -364.52882, "molar_mass_da": 106.1, "homo_ev": -13.9, "relative_energy_kj_mol": 279.4, "max_force_ev_per_a": 2.05, "symbols": ["C", "C", "C", "C", "N", "H", "H", "H", "H", "H", "H", "H", "H", "H", "H", "O", "H", "H", "O"], "xyz": [[-1.34162, -1.00324, -0.64225], [-0.10410, -0.40236, -1.15543], [0.50738, -0.47726, -2.34159], [0.14486, 0.97410, 0.94493], [0.55058, 0.50018, -0.19438], [-2.00906, -0.21469, -0.27824], [-1.96982, -1.47067, -1.39937], [-1.20393, -1.71853, 0.16297], [1.35681, 0.16027, -2.52910], [0.31553, -1.34482, -2.94548], [0.86591, 0.93244, 1.76027], [-0.73507, 1.59072, 0.97171], [1.55733, 0.32570, -0.15084], [-2.96949, 1.87435, 1.49026], [-3.16343, 0.71084, 2.48799], [-2.66292, 0.97661, 1.70404], [3.84013, -1.06740, 1.15103], [3.79425, 0.05484, 0.16714], [3.22664, -0.40110, 0.79638]], "forces_ev_per_angstrom": [[-1.37, -0.04, -0.04], [0.37, 1.61, -1.22], [-0.05, -0.71, 1.48], [0.79, 0.92, -1.41], [0.71, -0.94, 1.60], [0.24, -0.01, 0.26], [0.53, -0.19, -0.30], [0.25, -0.01, 0.19], [0.09, -0.08, -0.30], [-0.33, 0.24, -0.65], [-0.02, 0.58, -0.15], [-0.77, -0.97, 0.56], [-0.12, -0.69, 0.00], [-0.13, -0.44, 0.23], [0.04, 0.10, -0.18], [-0.22, 0.43, 0.06], [-0.53, 0.10, 0.07], [0.12, 0.21, -0.07], [0.39, -0.11, -0.13]]}


No. 4
{"formula": "C41H71N4O5", "method": "wB97M-V/def2-TZVPD", "charge": 1, "gap_ev": 2.0, "lumo_ev": -4.90, "e_tot_ha": -2199.06910, "molar_mass_da": 700.0, "homo_ev": -6.9, "relative_energy_kj_mol": 108.9, "max_force_ev_per_a": 11.39, "symbols": ["C", "N", "C", "C", "C", "C", "C", "C", "C", "C", "N", "C", "C", "C", "H", "H", "H", "H", "H", "H", "H", "H", "H", "H", "H", "H", "H", "H", "C", "N", "C", "C", "C", "C", "C", "C", "C", "C", "N", "C", "C", "C", "H", "H", "H", "H", "H", "H", "H", "H", "H", "H", "H", "H", "H", "H", "C", "O", "H", "H", "H", "C", "C", "O", "C", "C", "H", "H", "H", "H", "H", "H", "H", "H", "H", "H", "C", "C", "O", "C", "C", "H", "H", "H", "H", "H", "H", "H", "H", "H", "H", "C", "C", "O", "C", "C", "H", "H", "H", "H", "H", "H", "H", "H", "H", "H", "C", "C", "O", "C", "C", "H", "H", "H", "H", "H", "H", "H", "H", "H", "H"], "xyz": [[21.28200, 105.54900, 59.48400], [22.62300, 104.93800, 59.23900], [23.57300, 105.59400, 59.88800], [24.64500, 104.92700, 60.51100], [24.68700, 103.59200, 60.34100], [23.58800, 102.82300, 59.69400], [22.53500, 103.62900, 59.22600], [25.85800, 102.69300, 60.79200], [26.68300, 103.18900, 61.92900], [27.69300, 102.36600, 62.22200], [27.97800, 101.20900, 61.67100], [27.23200, 100.71500, 60.63700], [26.27700, 101.42500, 60.12200], [28.29900, 100.13100, 62.73200], [20.45000, 104.92300, 58.92600], [21.25700, 106.50600, 59.41100], [21.12600, 105.20800, 60.48800], [23.42200, 106.61200, 59.81900], [25.44800, 105.54300, 61.18000], [23.64700, 101.69000, 59.65400], [21.66900, 103.12100, 58.65500], [26.67300, 104.05500, 62.33600], [28.38500, 102.63700, 63.02400], [27.60400, 99.88900, 60.15200], [25.60300, 100.94300, 59.35100], [28.28500, 99.16400, 62.05200], [27.51300, 100.20300, 63.38100], [29.20800, 100.44000, 63.21200], [24.99500, 100.05200, 69.20300], [24.43000, 100.99000, 68.28400], [23.13200, 101.18700, 68.41700], [22.52300, 102.23200, 67.92200], [23.36000, 103.30000, 67.34100], [24.76900, 103.07000, 67.29700], [25.27600, 101.95500, 67.79600], [22.75000, 104.53000, 66.75600], [21.53900, 105.12700, 67.37600], [20.70800, 105.88500, 66.66200], [21.15700, 106.28300, 65.39200], [22.30600, 105.78200, 64.77300], [23.03100, 104.86000, 65.39500], [20.25500, 107.10300, 64.42100], [24.67200, 100.32000, 70.28500], [26.09900, 99.78900, 69.02400], [24.55500, 98.99500, 68.87100], [22.41600, 100.48700, 68.89600], [21.48500, 102.32800, 67.89200], [25.39900, 103.77500, 66.77600], [26.28900, 101.79100, 67.63100], [21.12700, 105.05700, 68.26400], [19.82700, 106.36600, 67.03000], [22.59700, 106.10300, 63.69000], [23.87400, 104.43700, 64.95000], [20.73100, 107.54700, 63.51700], [19.69000, 107.75100, 65.11400], [19.76100, 106.34600, 63.90400], [22.91200, 108.58900, 62.29400], [22.27300, 107.50300, 61.69800], [23.72400, 108.22600, 63.01900], [22.51000, 109.09400, 63.07300], [23.28100, 109.23300, 61.59700], [27.82200, 109.19600, 56.79500], [26.54000, 108.90900, 57.51000], [26.99400, 109.25400, 58.79800], [25.97100, 109.27900, 59.74100], [26.57500, 109.73800, 60.89500], [28.60200, 108.83600, 57.14700], [27.94400, 110.34100, 56.70600], [27.63500, 108.75000, 55.73000], [26.28100, 107.94800, 57.29800], [25.81500, 109.69900, 57.21000], [25.77500, 108.22600, 59.73300], [25.21200, 109.90100, 59.40600], [27.45800, 108.87100, 61.10600], [25.81300, 109.55900, 61.69800], [26.91000, 110.79200, 60.89500], [22.94500, 111.85000, 64.12800], [24.21800, 112.56300, 64.74100], [23.72100, 113.04500, 65.96900], [24.64400, 113.92500, 66.51800], [24.12000, 114.26800, 67.89100], [22.61300, 111.16200, 64.96800], [23.52100, 111.43800, 63.28100], [22.26000, 112.63400, 63.83800], [24.54500, 113.41900, 64.07600], [24.92200, 111.80000, 64.95300], [24.66800, 114.78800, 65.85900], [25.66500, 113.62900, 66.59400], [24.73900, 114.84700, 68.54700], [24.24000, 113.15700, 68.47800], [23.06900, 114.62600, 67.70400], [24.58000, 108.99900, 65.66400], [25.33600, 108.07500, 66.61500], [24.56100, 107.73900, 67.70300], [25.17100, 107.09100, 68.80200], [24.21000, 106.88700, 69.95800], [24.60900, 110.07000, 65.95000], [23.51100, 108.86000, 65.60900], [24.98900, 109.15000, 64.59500], [26.41300, 108.38900, 66.63100], [25.34300, 107.09600, 66.19100], [26.07200, 107.47800, 69.21700], [25.57500, 106.05900, 68.36500], [23.38700, 106.16500, 69.70900], [23.75100, 107.82300, 70.10900], [24.75000, 106.41700, 70.78200], [22.89500, 112.01200, 59.76600], [21.54300, 112.12500, 60.57100], [20.59700, 112.47700, 59.73900], [19.38200, 112.96700, 60.37700], [18.50900, 113.28400, 59.16300], [22.92100, 110.90000, 59.22200], [23.57300, 111.89300, 60.54700], [22.88400, 112.96700, 59.15100], [21.83100, 112.92500, 61.30800], [21.19500, 111.20200, 61.14000], [19.53000, 114.02400, 60.73600], [19.09300, 112.29500, 61.15700], [18.19500, 112.36000, 58.69100], [19.07000, 114.02400, 58.58400], [17.72500, 113.75500, 59.76600]], "forces_ev_per_angstrom": [[-1.79, -7.92, -0.56], [-2.17, 1.24, 0.21], [2.68, -1.14, 0.95], [0.31, 4.16, 1.08], [1.73, -6.80, -0.20], [-0.07, 2.08, 0.06], [1.13, -6.01, -1.33], [-0.99, 2.38, 0.20], [-0.76, -6.68, -5.78], [1.13, 2.10, 2.37], [0.78, -3.33, 0.89], [1.50, 0.88, 0.78], [-4.97, 2.46, -0.42], [1.35, -0.42, -4.86], [1.83, 1.72, 0.42], [-0.13, 6.14, -0.64], [-0.47, 0.68, 0.87], [0.09, 2.16, 0.71], [-2.13, -1.55, -2.10], [-0.43, 1.88, -0.06], [1.29, 1.23, 1.27], [-0.73, 5.68, 2.62], [-0.19, -0.04, -0.07], [0.64, -2.14, -0.66], [1.20, 1.02, 0.62], [0.50, 1.66, 2.23], [-2.07, -0.48, 1.82], [0.64, -0.51, 0.09], [0.07, -4.20, 0.51], [3.08, -0.23, 1.09], [-2.82, -1.58, 0.68], [1.72, 4.19, -1.59], [-1.15, 1.07, -0.26], [-1.78, 1.53, -1.22], [-1.39, -0.42, -0.48], [-1.45, -1.85, 1.07], [2.51, -0.88, -4.34], [1.96, 1.77, -3.63], [0.05, 0.80, -2.43], [-1.65, 1.77, -1.54], [0.41, -0.12, 3.23], [1.36, -0.03, 1.86], [1.04, -0.69, -1.74], [-1.50, 1.30, 0.57], [0.47, 2.03, 1.28], [1.47, -0.30, -0.21], [-1.44, 0.12, 0.21], [0.15, 0.17, 0.21], [1.60, -0.95, 0.44], [-0.73, -1.49, 4.92], [-0.41, 0.07, 0.05], [-1.17, -0.04, 1.77], [1.12, -0.66, -0.83], [0.85, 0.38, 1.18], [-0.10, -0.20, -1.06], [-2.02, -1.21, -0.35], [1.45, -5.14, 0.46], [-0.46, 0.05, 0.51], [0.65, 0.00, -1.21], [-3.10, 2.23, 2.13], [1.40, 2.24, -1.90], [-7.38, 4.47, -7.43], [2.51, 4.75, 0.48], [0.14, -0.10, -0.80], [0.70, -1.96, -3.21], [2.45, -1.68, 5.92], [6.96, -3.64, 3.61], [-0.06, -1.85, -0.02], [0.87, 1.05, 1.38], [-1.39, -2.97, 0.24], [-0.16, -1.02, -0.11], [-1.67, -0.71, 0.99], [-2.04, 0.95, -0.72], [-1.86, 2.93, -0.16], [0.81, 0.53, -0.06], [0.08, -0.77, -0.07], [3.11, 0.36, 0.91], [-3.47, 0.63, -0.47], [0.92, -0.26, -0.01], [-0.55, 1.94, 0.84], [-0.45, -3.56, 0.89], [0.05, 0.58, -1.63], [-1.49, -0.84, -0.18], [-0.45, -0.27, -0.06], [0.08, -1.02, 0.66], [1.37, -0.38, -0.22], [0.06, 0.64, -0.09], [0.89, -1.14, -0.16], [0.17, 0.99, -0.19], [-1.21, 2.89, -1.42], [0.99, -0.45, 1.07], [0.59, 2.31, -1.07], [0.42, -0.58, -2.58], [-0.62, 1.83, 3.25], [0.30, -3.38, -1.67], [-0.40, -2.06, -1.51], [0.27, -0.52, 0.71], [-0.28, -0.82, -0.12], [-0.40, -1.17, 1.58], [-0.86, 0.05, 1.23], [0.87, -0.93, -1.64], [0.77, 1.39, -0.15], [-0.83, 1.37, 0.90], [0.64, 0.60, -0.04], [-0.44, 1.12, 0.99], [-0.11, 0.61, 0.22], [-3.05, -2.75, -1.27], [3.49, -1.18, 2.25], [-3.44, 1.65, -1.45], [2.18, 1.75, -2.73], [-0.47, -0.38, 2.52], [-0.09, 3.28, 0.64], [1.97, 0.41, 0.90], [0.72, -1.60, 0.49], [-0.73, -0.35, -0.06], [1.03, 0.66, -0.27], [0.55, -1.15, 0.66], [-0.67, -0.46, 0.33], [-0.14, 0.30, -0.54], [-0.44, -0.46, -0.21], [-0.89, 0.22, -1.23]]}